Here is C5H17IN2Pd as an isolated structure in a non-equilibrium geometry from the OMol25 dataset. Energies are from ωB97M-V with the def2-TZVPD basis set.

Geometry as XYZ:
```
26
Properties=species:S:1:pos:R:3:forces:R:3:nbo_charge:R:1
C -1.0666 -0.9162 -1.5142 -3.2 -2.0 -3.5 -0.777
C -1.9964 -1.5611 1.6860 -3.1 -2.6 -0.7 -0.614
H -2.0973 -0.4903 -1.5827 0.5 -0.1 0.2 0.238
H -1.1670 -2.0310 -1.5258 0.3 0.6 -0.1 0.242
H -0.5356 -0.5861 -2.4242 0.3 0.1 1.2 0.242
H -2.1872 -1.3987 2.7560 0.8 0.1 -0.5 0.262
H -2.8886 -1.2014 1.0840 0.7 0.1 0.5 0.259
H -1.8491 -2.6394 1.3580 0.2 1.0 0.8 0.260
Pd -0.7393 -0.6862 0.4197 3.3 3.1 1.3 0.994
C 0.3954 -0.5163 2.1806 1.3 0.3 1.1 -0.548
H -0.3255 -0.3794 3.0021 0.2 -0.1 -0.5 0.253
H 1.0646 0.3497 2.0377 -0.6 -0.4 0.1 0.208
H 1.0053 -1.4372 2.2249 -0.6 0.3 0.0 0.237
I 1.4314 -0.1004 -3.9083 0.6 0.0 -0.8 0.108
N 1.3608 -0.3720 -0.3373 0.2 0.0 -0.7 -0.762
C 1.8152 1.0566 -0.3704 0.0 -0.2 0.5 -0.258
C 0.6891 1.9167 -0.8591 -0.7 -0.1 -0.1 -0.251
N -0.5697 1.5156 -0.1280 0.3 0.5 0.1 -0.748
H 2.0475 -0.9610 0.1346 -0.1 0.1 0.0 0.425
H 1.3702 -0.6555 -1.3369 -0.2 -0.2 0.5 0.426
H 2.1055 1.3663 0.6338 0.2 -0.1 -0.1 0.222
H 2.6691 1.1434 -1.0490 0.0 0.0 0.2 0.264
H 0.9015 2.9798 -0.6890 -0.1 -0.2 -0.1 0.261
H 0.5360 1.7592 -1.9329 -0.2 0.1 0.3 0.220
H -0.5842 1.9894 0.7747 -0.1 0.0 0.0 0.411
H -1.3851 1.8558 -0.6343 -0.1 -0.1 0.0 0.425
```
Forces are in eV/Å.

Values from the calculation:
Frontier orbital gap (alpha / beta)   8.6 / 4.8 eV
Total charge   +2
Highest occupied orbital energy (alpha / beta)   -16.852 / -16.489 eV
Molecular weight   338.53 g/mol
Spin multiplicity   5
Calculated total energy   -734.88344 Ha
Relative energy (zero: lowest compared OMol25 entry of this formula, charge and spin)   0.000 eV